[1]
C21H19N4O5SV | the ωB97M-V functional and the def2-TZVPD basis

Values from the calculation:
Energy above the lowest of the compared OMol25 structures with the same formula, charge and spin = 0.0 kcal per mole
Total charge = +2
HOMO = -15.5 eV

Geometry as XYZ:
```
51
Properties=species:S:1:pos:R:3:lowdin_charge:R:1
V 0.896 0.577 -0.719 1.159
O 4.534 1.956 -1.736 0.193
C 3.432 1.501 -1.791 -0.391
N 2.703 1.023 -0.690 -0.068
C 3.406 1.016 0.595 -0.076
C 2.406 1.430 1.617 -0.204
C 2.695 1.828 2.907 0.043
C 1.663 2.282 3.709 0.019
C 0.372 2.347 3.193 0.005
C 0.145 1.921 1.907 -0.067
N 1.147 1.440 1.143 0.014
C 2.612 1.363 -3.016 -0.151
C 3.061 1.715 -4.265 0.067
C 2.211 1.506 -5.343 0.030
C 0.968 0.940 -5.109 0.016
C 0.593 0.615 -3.818 -0.047
N 1.402 0.836 -2.772 0.049
H 4.252 1.704 0.555 0.149
H 3.798 0.015 0.800 0.161
H 3.717 1.807 3.259 0.143
H 1.864 2.616 4.719 0.136
H -0.448 2.742 3.775 0.132
H -0.834 1.991 1.453 0.118
H 4.053 2.135 -4.365 0.147
H 2.518 1.769 -6.346 0.138
H 0.281 0.738 -5.918 0.133
H -0.354 0.145 -3.626 0.103
C -4.482 -3.036 3.465 -0.016
C -3.367 -2.739 2.510 -0.217
C -2.780 -1.468 2.466 0.006
C -1.770 -1.187 1.573 -0.043
C -1.334 -2.193 0.709 -0.311
C -1.892 -3.473 0.733 -0.009
C -2.905 -3.727 1.639 0.011
S -0.129 -1.895 -0.478 0.762
O 1.049 -1.089 0.151 -0.328
O 0.289 -3.092 -1.100 -0.182
N -0.518 -0.690 -1.454 -0.256
C -1.861 -0.147 -1.615 -0.099
C -1.823 1.245 -1.005 -0.436
O -2.686 1.920 -0.590 0.237
O -0.462 1.643 -0.909 -0.138
H -4.538 -2.297 4.261 0.089
H -4.363 -4.024 3.907 0.098
H -5.435 -3.031 2.932 0.106
H -3.123 -0.701 3.148 0.130
H -1.310 -0.207 1.567 0.091
H -1.533 -4.242 0.064 0.129
H -3.344 -4.716 1.676 0.137
H -2.625 -0.736 -1.105 0.146
H -2.153 -0.075 -2.663 0.139
```

***

[2]
C12H46N6O11 | the ωB97M-V functional and the def2-TZVPD basis

Values from the calculation:
Energy above the lowest of the compared OMol25 structures with the same formula, charge and spin = 119.0 kcal per mole
HOMO = -9.3 eV
Structure (SMILES) = NC(N)=O.NC(N)=O.NC(N)=O.CCO.CO.CO.CO.CO.CO.CO.CO

Geometry as XYZ:
```
75
Properties=species:S:1:pos:R:3:lowdin_charge:R:1
N -0.938 0.324 -0.257 0.184
C 0.109 -0.210 0.435 -0.652
N 0.982 0.745 0.866 0.192
O 0.271 -1.431 0.417 0.017
H -0.899 1.328 -0.308 0.074
H -1.686 -0.259 -0.591 0.081
H 0.766 1.691 1.093 0.042
H 1.875 0.304 1.064 0.057
N -4.109 0.587 2.595 0.149
C -3.670 -0.533 3.288 -0.661
N -2.965 -1.382 2.491 0.168
O -3.925 -0.679 4.479 0.017
H -3.681 0.603 1.690 0.050
H -4.565 1.292 3.143 0.100
H -3.169 -1.542 1.518 0.069
H -2.175 -1.837 2.922 0.065
N 2.082 0.184 -2.319 0.171
C 2.189 -0.980 -3.018 -0.659
N 3.485 -1.393 -3.244 0.133
O 1.268 -1.764 -3.239 0.027
H 1.175 0.393 -1.931 0.076
H 2.873 0.795 -2.387 0.086
H 4.199 -0.737 -3.516 0.086
H 3.711 -2.360 -3.368 0.092
C 2.338 -6.350 -0.404 -0.089
C 2.239 -4.823 -0.460 -0.328
O 0.853 -4.515 -0.388 -0.085
H 1.795 -6.765 0.441 0.074
H 3.380 -6.648 -0.503 0.068
H 1.776 -6.704 -1.273 0.071
H 2.693 -4.385 -1.352 0.099
H 2.750 -4.435 0.429 0.100
H 0.741 -3.571 -0.220 0.044
C -1.465 1.448 -3.369 -0.118
O -0.683 2.274 -2.495 -0.153
H -0.883 0.616 -3.774 0.082
H -2.324 1.063 -2.826 0.061
H -1.841 1.950 -4.264 0.085
H -0.119 2.759 -3.109 0.093
C 0.173 -2.806 3.578 -0.176
O -0.874 -3.735 3.671 -0.114
H -0.179 -1.780 3.402 0.060
H 0.818 -2.737 4.459 0.081
H 0.717 -3.097 2.680 0.074
H -1.307 -3.675 4.528 0.083
C -3.024 5.042 -2.208 -0.179
O -2.730 3.950 -1.382 -0.131
H -2.728 6.031 -1.851 0.073
H -2.614 4.960 -3.221 0.074
H -4.102 5.078 -2.373 0.076
H -1.922 3.468 -1.614 0.030
C 3.775 -0.951 1.020 -0.164
O 3.714 0.183 1.855 -0.123
H 4.542 -1.697 1.228 0.085
H 2.818 -1.469 0.892 0.063
H 3.837 -0.591 -0.019 0.073
H 4.481 0.732 1.673 0.087
C 2.902 3.156 -0.451 -0.171
O 4.311 3.306 -0.286 -0.103
H 2.562 3.367 -1.477 0.078
H 2.665 2.092 -0.479 0.036
H 2.198 3.713 0.169 0.075
H 4.497 4.058 -0.858 0.075
C -4.456 0.070 -0.921 -0.167
O -3.805 -1.094 -0.488 -0.124
H -4.439 0.377 -1.972 0.075
H -5.539 -0.043 -0.777 0.089
H -4.208 0.919 -0.283 0.067
H -4.357 -1.878 -0.498 0.100
C -0.150 3.161 2.568 -0.135
O -0.442 3.671 1.247 -0.149
H -0.508 3.909 3.277 0.087
H -0.678 2.214 2.707 0.078
H 0.926 3.013 2.634 0.078
H -1.330 4.034 1.313 0.072
```

***

[3]
C5H3N5OS2 | the ωB97M-V functional and the def2-TZVPD basis

Values from the calculation:
Energy above the lowest of the compared OMol25 structures with the same formula, charge and spin = 28.4 kcal per mole
HOMO = -9.1 eV
Structure (SMILES) = O=C(Nc1csnn1)c1csnn1

Geometry as XYZ:
```
16
Properties=species:S:1:pos:R:3:lowdin_charge:R:1
O 0.523 -1.411 0.606 0.163
C -0.175 -0.630 0.146 -0.510
N 0.189 0.688 -0.072 0.130
C 1.407 1.200 0.241 -0.449
C 2.464 0.547 0.796 -0.298
S 3.753 1.701 1.008 0.956
N 2.742 3.010 0.430 -0.273
N 1.633 2.508 0.053 -0.064
C -1.532 -0.883 -0.350 -0.301
C -2.076 -2.156 -0.262 -0.291
S -3.678 -2.107 -1.029 0.946
N -3.500 -0.441 -1.378 -0.313
N -2.366 -0.018 -1.030 -0.066
H -0.477 1.493 -0.518 0.223
H 2.710 -0.339 1.093 -0.008
H -1.619 -3.162 0.266 0.155
```

***

[4]
C2HBrO2 | the ωB97M-V functional and the def2-TZVPD basis

Values from the calculation:
Energy above the lowest of the compared OMol25 structures with the same formula, charge and spin = 32.2 kcal per mole
HOMO (alpha / beta) = -9.1 / -9.1 eV

Geometry as XYZ:
```
6
Properties=species:S:1:pos:R:3:lowdin_charge:R:1
C -0.687 1.092 0.279 -0.570
C 1.294 -1.146 -0.273 -0.457
O -1.017 1.446 -0.760 0.209
O -0.434 0.688 1.289 0.153
Br -0.235 -1.935 0.217 0.742
H 1.078 -0.145 -0.753 -0.077
```

***

[5]
C4H9CuNaO4 | the ωB97M-V functional and the def2-TZVPD basis

Values from the calculation:
Multiplicity = 2
HOMO (alpha / beta) = -8.3 / -8.0 eV

Geometry as XYZ:
```
19
Properties=species:S:1:pos:R:3:lowdin_charge:R:1
O 0.994 -1.839 -2.385 -0.554
Cu -0.399 -0.947 -3.091 0.518
O -1.602 0.389 -2.756 -0.309
C -2.169 0.402 -1.526 -0.403
O -1.252 0.076 -0.461 -0.197
C -0.297 1.084 -0.164 -0.188
C 0.389 0.706 1.127 -0.199
O 1.134 -0.485 0.941 -0.243
C 1.919 -0.856 2.055 -0.083
Na 0.033 -1.993 -0.422 0.551
H -2.963 -0.361 -1.414 0.120
H -2.583 1.403 -1.281 0.124
H -0.800 2.056 -0.016 0.135
H 0.504 1.193 -0.979 0.160
H -0.359 0.536 1.922 0.139
H 1.062 1.527 1.426 0.136
H 2.463 -1.770 1.786 0.098
H 2.645 -0.066 2.303 0.098
H 1.282 -1.054 2.933 0.097
```

***

[6]
H3NOPS | the ωB97M-V functional and the def2-TZVPD basis

Values from the calculation:
Energy above the lowest of the compared OMol25 structures with the same formula, charge and spin = 55.7 kcal per mole
Multiplicity = 3
Total charge = -1
HOMO (alpha / beta) = -0.4 / -4.0 eV

Geometry as XYZ:
```
7
Properties=species:S:1:pos:R:3:lowdin_charge:R:1
N -1.405 -0.858 0.730 -0.507
O -0.176 -1.016 1.306 -0.652
P 0.894 0.027 0.011 0.325
S -1.002 -0.132 -0.936 0.062
H -1.833 -1.885 0.334 0.071
H 0.423 0.970 0.883 -0.155
H 1.326 1.164 -1.073 -0.144
```

***

[7]
C4H8O5S | the ωB97M-V functional and the def2-TZVPD basis

Values from the calculation:
Energy above the lowest of the compared OMol25 structures with the same formula, charge and spin = 61.5 kcal per mole
HOMO (alpha / beta) = -9.4 / -9.4 eV
Structure (SMILES) = CCC(=S(=O)=O)C(O)(O)O

Geometry as XYZ:
```
18
Properties=species:S:1:pos:R:3:lowdin_charge:R:1
C 0.316 2.168 -1.136 -0.083
C -0.620 0.948 -1.017 -0.176
C -0.287 0.105 0.348 -0.177
S -1.600 -0.293 1.338 0.909
O -1.236 -1.139 2.500 -0.328
O -2.761 0.560 1.391 -0.308
C 0.646 -1.072 0.270 -0.679
O 1.247 -1.397 1.514 0.038
O 1.714 -0.972 -0.566 0.083
O -0.349 -2.053 -0.093 0.001
H 0.333 2.537 -2.131 0.055
H -0.302 2.905 -0.696 0.057
H 1.370 1.931 -0.805 0.108
H -0.350 0.424 -1.885 0.084
H -1.684 0.996 -0.995 0.087
H 0.821 -1.470 2.350 0.073
H 2.586 -1.323 -0.263 0.154
H 0.158 -2.855 -0.124 0.101
```

***

[8]
C15H21N | the ωB97M-V functional and the def2-TZVPD basis

Values from the calculation:
Energy above the lowest of the compared OMol25 structures with the same formula, charge and spin = 46.8 kcal per mole
HOMO = -7.6 eV
Structure (SMILES) = C=CCN1CCCC[C@@H]1Cc1ccccc1

Geometry as XYZ:
```
37
Properties=species:S:1:pos:R:3:lowdin_charge:R:1
C 3.237 0.584 -1.346 -0.004
C 2.342 0.061 -2.211 -0.184
C 1.322 -0.986 -2.108 -0.210
N -0.009 -0.414 -1.862 -0.139
C -0.745 0.168 -2.999 -0.162
C -0.656 1.673 -2.815 -0.155
C -1.141 2.032 -1.313 -0.157
C -0.458 1.184 -0.250 -0.201
C -0.539 -0.259 -0.506 -0.307
C 0.241 -1.088 0.598 -0.094
C -0.276 -1.002 2.014 -0.255
C -1.532 -1.513 2.309 -0.070
C -2.027 -1.439 3.585 -0.099
C -1.260 -0.979 4.671 -0.121
C 0.017 -0.550 4.428 -0.084
C 0.523 -0.486 3.044 -0.009
H 3.959 1.280 -1.835 0.058
H 3.283 0.523 -0.261 0.047
H 2.296 0.591 -3.217 0.115
H 1.365 -1.562 -2.990 0.097
H 1.637 -1.695 -1.322 0.112
H -0.453 -0.240 -4.034 0.149
H -1.659 -0.229 -2.673 0.092
H -1.496 2.125 -3.305 0.084
H 0.274 2.106 -3.115 0.090
H -0.768 3.102 -1.156 0.122
H -2.240 2.057 -1.204 0.110
H -0.859 1.460 0.723 0.118
H 0.622 1.437 -0.309 0.124
H -1.581 -0.491 -0.416 0.131
H 1.303 -0.816 0.534 0.101
H 0.114 -2.134 0.321 0.122
H -2.139 -2.070 1.544 0.135
H -3.099 -1.653 3.700 0.106
H -1.688 -0.624 5.622 0.108
H 0.542 -0.118 5.315 0.107
H 1.547 -0.034 2.841 0.123
```